(1)
Formula: C4H4AlO
Source: the Open Molecules 2025 dataset
Level of theory: wB97M-V/def2-TZVPD

Calculated values
Orbital gap = 6.99 eV
ΔE to the lowest compared entry with this formula, charge and spin = 198.1 kJ/mol
HOMO = -13.38 eV
Total charge = +1

Cartesian coordinates (Å):
1 O 1.646823 0.077892 -0.937852
2 C 0.624627 0.819852 -0.975540
3 C -0.710758 0.349415 -0.965218
4 C -1.369393 0.027755 0.212352
5 C -1.209258 -0.613692 1.301609
6 H 0.757225 1.851354 -0.596670
7 H -0.911684 -0.332938 -1.799456
8 H 0.449282 -0.836646 1.319506
9 Al 2.529644 -0.641368 0.237917
10 H -1.806507 -0.701624 2.203354

Forces on the atoms, in the same order (eV/Å):
O -2.500 1.347 -3.761
C -1.421 2.584 3.028
C -1.227 -2.269 -1.212
C 3.270 0.942 -2.057
C 2.346 0.230 0.904
H 0.389 -0.206 -0.458
H -0.154 -0.126 0.300
H -3.512 -0.144 0.215
Al 2.374 -2.142 3.076
H 0.436 -0.216 -0.035

Löwdin population analysis, charges in e, atoms 1 to 6:
1 O -0.1945
2 C -0.1251
3 C -0.0604
4 C -0.0202
5 C 0.0887
6 H 0.1648

***

(2)
Formula: C4H4AuO2
Source: the Open Molecules 2025 dataset
Level of theory: wB97M-V/def2-TZVPD

Calculated values
Orbital gap (alpha / beta) = 10.00 / 7.06 eV
ΔE to the lowest compared entry with this formula, charge and spin = 57.0 kJ/mol
HOMO (alpha / beta) = -25.36 / -25.33 eV
Total charge = +3
2S+1 = 3

Cartesian coordinates (Å):
1 H -1.742456 1.741425 -1.543421
2 O -0.184634 -2.627890 0.145422
3 C 0.494364 -1.503430 0.635512
4 C -0.143353 -0.284269 0.159359
5 C -0.769718 0.726407 -0.136101
6 H 0.293292 -3.420094 0.408944
7 H 1.549198 -1.468991 0.307996
8 H 0.498947 -1.458449 1.740154
9 C -0.710067 1.784659 -1.060977
10 O -0.199008 2.892936 -0.858863
11 Au 0.913436 3.617697 0.201975

Forces on the atoms, in the same order (eV/Å):
H 1.355 0.616 -1.531
O -0.041 1.579 0.073
C -1.023 0.918 -1.022
C -0.917 0.053 0.349
C 2.975 -0.608 -0.444
H 0.623 -1.937 0.378
H 0.431 -0.617 0.168
H 0.196 -0.584 0.486
C -5.059 -1.051 2.091
O -5.378 -3.198 -6.948
Au 6.838 4.829 6.400

Löwdin population analysis, charges in e, atoms 1 to 6:
1 H 0.2450
2 O 0.4181
3 C -0.0388
4 C 0.1793
5 C 0.1485
6 H 0.2096

***

(3)
Formula: C4H4AuO5
Source: the Open Molecules 2025 dataset
Level of theory: wB97M-V/def2-TZVPD

Calculated values
Orbital gap (alpha / beta) = 8.97 / 7.05 eV
ΔE to the lowest compared entry with this formula, charge and spin = 0.0 kJ/mol
HOMO (alpha / beta) = -14.27 / -16.03 eV
Total charge = +1
2S+1 = 3

Cartesian coordinates (Å):
1 O -2.753011 -2.120465 0.298088
2 C -1.601415 -1.708327 0.453664
3 O -0.637355 -2.352269 0.992899
4 O -1.257672 -0.581949 -0.223174
5 C 0.016370 -0.456059 -0.941571
6 H -0.117259 -0.996366 -1.893297
7 C 0.186636 1.018622 -1.268672
8 H -0.774058 1.504536 -1.517071
9 H 0.642553 1.581295 -0.439826
10 H 0.854541 1.123511 -2.137662
11 C 1.428654 1.447784 2.110415
12 O 2.179985 0.638718 1.746791
13 O 0.676411 2.241592 2.485651
14 Au 1.155624 -1.340619 0.333769

Forces on the atoms, in the same order (eV/Å):
O -1.434 -0.045 0.276
C 5.479 -0.036 -1.178
O -2.807 0.200 0.156
O -2.070 0.067 0.651
C -2.498 1.389 -2.158
H 0.369 -0.411 0.477
C 0.595 0.203 0.254
H 0.283 -0.445 0.131
H -0.258 -0.122 -0.236
H -0.216 -0.127 0.310
C -0.796 1.031 0.796
O 0.387 -0.499 -0.294
O 0.474 -0.490 -0.357
Au 2.490 -0.716 1.171

Löwdin population analysis, charges in e, atoms 1 to 6:
1 O 0.4061
2 C -0.6006
3 O -0.0016
4 O 0.0212
5 C -0.3644
6 H 0.1369

***

(4)
Formula: C4H4BiO
Source: the Open Molecules 2025 dataset
Level of theory: wB97M-V/def2-TZVPD

Calculated values
Orbital gap (alpha / beta) = 6.62 / 6.63 eV
ΔE to the lowest compared entry with this formula, charge and spin = 110.8 kJ/mol
HOMO (alpha / beta) = -13.44 / -13.44 eV
Total charge = +1

Cartesian coordinates (Å):
1 C 0.050244 0.884602 -0.236315
2 C -0.624164 1.125871 -1.396874
3 O -1.738510 0.461287 -1.724524
4 Bi -1.915358 -0.480564 0.002993
5 H 0.943956 1.492975 -0.049630
6 H -0.377035 1.973498 -2.060588
7 C 1.084516 -1.551778 1.251346
8 C 0.112857 -0.925347 0.667923
9 H 2.154279 -1.404124 1.417930
10 H 0.309215 -1.576420 2.127738

Forces on the atoms, in the same order (eV/Å):
C 0.101 -0.579 -0.654
C 0.802 1.288 -0.514
O 1.036 0.232 -2.445
Bi -1.207 -0.625 3.979
H -0.560 -0.360 0.548
H -0.136 -0.495 0.215
C -0.753 1.204 1.548
C -0.052 1.099 -2.212
H -0.477 0.094 -0.146
H 1.246 -1.859 -0.319

Löwdin population analysis, charges in e, atoms 1 to 6:
1 C -0.1453
2 C -0.3706
3 O -0.3884
4 Bi 1.8214
5 H 0.0938
6 H 0.1458

***

(5)
Formula: C4H4Br2
Source: the Open Molecules 2025 dataset
Level of theory: wB97M-V/def2-TZVPD

Calculated values
Orbital gap = 9.05 eV
ΔE to the lowest compared entry with this formula, charge and spin = 316.8 kJ/mol
HOMO = -9.21 eV
Total charge = 0

Cartesian coordinates (Å):
1 C -0.421698 -0.628862 0.695297
2 C 0.464573 -0.626000 -0.302669
3 C -0.545188 0.870625 0.656196
4 C 0.587065 0.792113 -0.394603
5 Br -2.148402 1.656969 -0.055650
6 Br 2.307333 1.622863 -0.036266
7 H -0.933781 -1.438827 1.133972
8 H 1.169734 -1.396369 -0.553849
9 H -0.334858 1.470295 1.513237
10 H -0.196728 1.824866 -1.621681

Forces on the atoms, in the same order (eV/Å):
C -0.407 0.915 -1.407
C 1.518 -1.897 0.722
C 0.095 0.307 0.096
C -1.696 4.504 -2.510
Br -0.731 0.001 0.105
Br -0.528 -0.329 -0.053
H -0.525 -0.516 0.867
H -0.107 -0.287 -0.819
H 0.302 0.042 0.723
H 2.079 -2.740 2.276

Löwdin population analysis, charges in e, atoms 1 to 6:
1 C -0.0550
2 C -0.1581
3 C -0.7614
4 C -0.7896
5 Br 0.6643
6 Br 0.6320

***

(6)
Formula: C4H4Br2O2
Source: the Open Molecules 2025 dataset
Level of theory: wB97M-V/def2-TZVPD

Calculated values
Orbital gap (alpha / beta) = 5.99 / 7.44 eV
HOMO (alpha / beta) = -5.47 / -10.25 eV
Total charge = 0
2S+1 = 3

Cartesian coordinates (Å):
1 C 1.549967 0.701957 0.086991
2 C 1.614024 -0.608144 0.094392
3 C 0.173496 1.169596 0.306637
4 C 0.093789 -1.174236 0.354120
5 O -0.669776 0.018906 0.111759
6 O -0.385330 -2.262396 -0.431497
7 Br 3.027965 1.779069 -0.047296
8 Br 3.215272 -1.688713 0.000998
9 H -0.103994 1.725550 1.275695
10 H -0.100045 1.839944 -0.462498
11 H 0.007347 -1.388350 1.390740
12 H -1.186826 -1.985079 -0.893078

Forces on the atoms, in the same order (eV/Å):
C 0.223 9.603 0.380
C -0.529 -12.332 -0.475
C -0.820 0.186 1.129
C 1.497 1.108 -1.653
O 0.581 -0.554 0.104
O 0.805 1.066 0.771
Br -0.288 0.241 -0.051
Br -1.804 1.010 0.385
H 0.624 -0.937 -0.760
H -0.354 1.075 -0.954
H -0.085 -0.720 1.059
H 0.149 0.255 0.064

Löwdin population analysis, charges in e, atoms 1 to 6:
1 C -0.8215
2 C -0.6232
3 C -0.2037
4 C -0.3271
5 O -0.0818
6 O 0.0120

***

no.,strongest force on any atom (eV/Å)
1,4.713
2,10.537
3,5.605
4,4.205
5,5.428
6,12.352